Entry 1:
Formula: C36H40NO6P3Ru
Source: the Open Molecules 2025 dataset
Level of theory: ωB97M-V with the def2-TZVPD basis set

Geometry (Å):
Ru 0.80 -0.34 -0.18
O -2.55 2.14 -1.33
C -1.47 1.65 -1.19
O -1.13 0.65 -0.51
C -0.28 2.30 -2.06
C 0.34 1.21 -2.96
C 1.08 1.92 -4.10
C 2.29 2.50 -3.35
C 2.06 1.95 -1.93
O 1.41 0.69 -2.18
C 0.95 2.78 -1.28
C 0.82 2.49 0.28
O 0.22 3.31 0.93
O 1.40 1.44 0.67
H -0.76 3.11 -2.61
H -0.34 0.41 -3.25
H 0.46 2.67 -4.59
H 1.39 1.18 -4.85
H 2.31 3.59 -3.36
H 3.23 2.14 -3.76
H 2.96 1.80 -1.33
H 1.10 3.86 -1.34
C 0.73 -4.70 0.29
N 0.72 -3.26 0.16
P 0.27 -2.35 -1.19
C 1.09 -3.10 -2.61
C 2.36 -2.65 -2.95
C 3.04 -3.25 -3.99
C 2.45 -4.29 -4.69
C 1.18 -4.74 -4.36
C 0.49 -4.14 -3.32
C -1.52 -2.44 -1.52
C -2.45 -2.79 -0.54
C -3.80 -2.62 -0.81
C -4.21 -2.10 -2.03
C -3.29 -1.78 -3.01
C -1.94 -1.94 -2.75
P 1.10 -2.02 1.42
C -0.30 -2.48 2.47
C -0.32 -3.59 3.30
C -1.46 -3.87 4.04
C -2.58 -3.06 3.92
C -2.57 -1.96 3.07
C -1.42 -1.66 2.35
C 2.74 -2.60 1.92
C 3.17 -2.59 3.24
C 4.45 -3.01 3.55
C 5.31 -3.43 2.54
C 4.88 -3.43 1.22
C 3.61 -3.01 0.91
H 1.00 -5.16 -0.66
H -0.25 -5.08 0.58
H 1.46 -4.99 1.04
H 2.79 -1.82 -2.39
H 4.03 -2.90 -4.26
H 2.99 -4.76 -5.50
H 0.73 -5.54 -4.91
H -0.51 -4.48 -3.06
H -2.13 -3.18 0.41
H -4.53 -2.89 -0.06
H -5.26 -1.92 -2.21
H -3.61 -1.40 -3.96
H -1.20 -1.70 -3.51
H 0.55 -4.23 3.38
H -1.47 -4.71 4.71
H -3.47 -3.30 4.47
H -3.45 -1.35 2.97
H -1.39 -0.81 1.68
H 2.50 -2.26 4.03
H 4.79 -3.02 4.57
H 6.31 -3.75 2.78
H 5.55 -3.76 0.44
H 3.27 -3.01 -0.12
C 2.49 1.40 4.31
P 1.00 0.47 3.84
C -0.32 1.67 3.55
C 0.50 -0.59 5.25
O 1.32 -0.40 2.61
H 2.31 1.92 5.24
H 2.71 2.12 3.52
H 3.33 0.72 4.42
H -0.40 2.31 4.43
H -1.28 1.18 3.39
H -0.09 2.30 2.69
H 1.20 -0.45 6.07
H 0.48 -1.63 4.96
H -0.49 -0.30 5.59

The energy above the lowest of the compared OMol25 structures with the same formula, charge and spin comes out at 61.1 kJ/mol. The calculation puts the lowest unoccupied orbital energy (spin up / spin down) at -0.226 / -0.351 hartree. Its net charge is +2. As for the multiplicity: 5. Its electronic energy is -82190.9361 eV. The value obtained for the max |F| is 0.049 Eh/bohr.

Entry 2:
Formula: C36H41BeN4O5PS2
Source: the Open Molecules 2025 dataset
Level of theory: ωB97M-V with the def2-TZVPD basis set

Geometry (Å):
Be 0.75 0.70 -0.16
S 6.04 5.90 -0.72
N 6.08 4.28 -0.66
C 4.84 3.85 -0.77
C 4.42 2.47 -0.75
C 5.31 1.40 -0.58
C 4.79 0.12 -0.57
C 3.42 -0.06 -0.66
N 2.56 0.95 -0.80
C 3.06 2.20 -0.88
C 2.10 3.28 -1.13
N 0.85 2.90 -1.38
C -0.07 3.83 -1.55
C 0.21 5.19 -1.48
C 1.51 5.60 -1.26
C 2.49 4.62 -1.10
C 3.89 4.91 -0.91
N 4.45 6.10 -0.90
H 6.36 1.60 -0.47
H 5.44 -0.74 -0.46
H 2.98 -1.04 -0.57
H -1.08 3.48 -1.74
H -0.59 5.91 -1.60
H 1.79 6.64 -1.21
C -7.50 0.49 -1.45
C -6.05 0.56 -1.09
C -5.06 0.41 -2.04
C -3.71 0.49 -1.73
C -2.70 0.29 -2.82
C -3.34 0.71 -0.38
C -1.95 0.82 0.06
O -0.96 0.85 -0.65
C -4.34 0.85 0.61
C -4.01 1.08 2.06
C -5.67 0.78 0.24
H -7.64 0.53 -2.53
H -8.07 1.31 -1.00
H -7.94 -0.44 -1.09
H -5.34 0.24 -3.07
H -3.20 0.12 -3.77
H -2.07 -0.56 -2.58
H -2.04 1.15 -2.90
H -1.81 0.90 1.14
H -3.56 0.18 2.49
H -4.92 1.29 2.62
H -3.33 1.91 2.20
H -6.43 0.89 1.00
S 0.95 1.94 1.62
C 0.83 1.03 3.14
C -0.40 0.64 3.66
C -0.49 0.02 4.90
C 0.65 -0.20 5.65
C 1.88 0.20 5.15
C 1.98 0.80 3.90
H -1.30 0.85 3.09
H -1.46 -0.28 5.28
H 0.58 -0.66 6.63
H 2.78 0.04 5.74
H 2.94 1.12 3.52
C 3.31 -3.11 -3.06
C 1.83 -2.91 -2.76
C 1.05 -4.18 -3.12
C 1.29 -1.71 -3.54
O 1.76 -2.68 -1.34
P 0.46 -2.22 -0.52
O -0.82 -2.39 -1.23
O 0.78 -0.82 0.00
O 0.68 -3.20 0.72
C -0.19 -3.32 1.86
C -0.94 -4.64 1.72
C 0.73 -3.33 3.08
C -1.19 -2.17 1.98
H 3.45 -3.36 -4.12
H 3.72 -3.92 -2.45
H 3.87 -2.20 -2.85
H 1.07 -4.34 -4.20
H 0.02 -4.06 -2.79
H 1.49 -5.04 -2.62
H 1.43 -1.88 -4.61
H 1.82 -0.80 -3.24
H 0.23 -1.59 -3.33
H -0.23 -5.47 1.69
H -1.49 -4.63 0.78
H -1.63 -4.79 2.54
H 1.46 -4.14 2.98
H 0.15 -3.48 3.99
H 1.26 -2.38 3.15
H -1.78 -2.10 1.06
H -0.66 -1.23 2.13
H -1.85 -2.35 2.82

The calculation puts the lowest unoccupied orbital energy at -0.023 hartree. Its net charge is 0. As for the multiplicity: 1. Its electronic energy is -85565.6221 eV. The value obtained for the max |F| is 0.016 Eh/bohr.

Entry 3:
Formula: C36H41CeN15
Source: the Open Molecules 2025 dataset
Level of theory: ωB97M-V with the def2-TZVPD basis set

Geometry (Å):
Ce 0.10 0.47 -0.28
C -0.41 -2.26 1.49
N 0.67 -2.11 0.50
C 2.01 -2.26 1.06
C 2.37 -1.02 1.81
N 1.74 0.14 1.67
C 2.38 1.02 2.55
C 2.09 2.35 2.87
C 2.90 2.96 3.80
C 3.96 2.28 4.42
C 4.24 0.96 4.13
C 3.42 0.35 3.19
N 3.38 -0.95 2.69
C -1.63 -1.47 1.09
N -2.15 -0.64 1.90
C -3.53 -0.30 1.72
C -4.28 -0.38 2.88
C -5.67 -0.30 2.83
C -6.31 -0.15 1.62
C -5.56 -0.04 0.45
C -4.18 -0.10 0.49
N -2.08 -1.69 -0.22
H -0.08 -1.89 2.46
H -0.71 -3.31 1.62
H 0.54 -2.77 -0.26
H 2.71 -2.42 0.25
H 2.09 -3.13 1.73
H 1.26 2.88 2.43
H 2.70 3.99 4.09
H 4.56 2.80 5.16
H 5.05 0.43 4.62
H 3.96 -1.72 2.97
H -3.77 -0.52 3.82
H -6.24 -0.37 3.75
H -7.39 -0.11 1.57
H -6.05 0.11 -0.50
H -2.49 -0.93 -1.94
C 3.29 5.12 -2.38
N 2.84 4.26 -1.28
C 3.61 4.33 -0.04
C 1.82 3.40 -1.39
N 1.54 2.48 -0.50
N 1.02 3.59 -2.51
C 0.05 2.77 -3.06
N -0.50 3.29 -4.18
N -0.28 1.63 -2.54
H 2.76 6.07 -2.39
H 3.19 4.61 -3.34
H 4.35 5.32 -2.25
H 4.15 5.27 -0.02
H 4.32 3.51 0.04
H 2.94 4.32 0.82
H 2.26 2.46 0.21
H 1.15 4.47 -2.98
H -0.16 4.13 -4.61
H -1.22 2.79 -4.67
H -1.00 1.20 -3.11
C -3.69 -5.39 -1.39
C -4.09 -4.81 -0.20
C -3.58 -3.58 0.19
C -2.64 -2.96 -0.62
C -2.21 -3.54 -1.80
C -2.75 -4.76 -2.20
N -2.30 -0.54 -1.02
N -3.47 0.27 -0.70
C -3.13 1.66 -0.66
C -4.06 2.57 -1.13
C -3.80 3.92 -0.97
C -2.61 4.32 -0.37
C -1.72 3.34 0.02
N -1.97 2.03 -0.11
H -4.10 -6.34 -1.69
H -4.82 -5.31 0.43
H -3.92 -3.11 1.11
H -1.45 -3.06 -2.41
H -2.44 -5.21 -3.13
H -4.97 2.21 -1.59
H -4.52 4.65 -1.31
H -2.38 5.36 -0.21
H -0.77 3.61 0.47
N 4.72 -1.01 -4.86
C 3.79 -0.86 -3.91
C 2.43 -1.14 -4.15
C 1.52 -0.96 -3.15
N 1.83 -0.54 -1.90
C 3.13 -0.28 -1.68
C 4.12 -0.41 -2.61
H 4.49 -1.37 -5.77
H 5.70 -0.87 -4.66
H 2.10 -1.49 -5.12
H 0.47 -1.18 -3.34
H 3.38 0.06 -0.68
H 5.14 -0.18 -2.35

The energy above the lowest of the compared OMol25 structures with the same formula, charge and spin comes out at 281.9 kJ/mol. The calculation puts the lowest unoccupied orbital energy (spin up / spin down) at -0.263 / -0.261 hartree. Its net charge is +3. As for the multiplicity: 2. Its electronic energy is -73260.0924 eV. The value obtained for the max |F| is 0.009 Eh/bohr.